(1)
ORCA calculation (wB97M-V/def2-TZVPD) on a 6-piece molecular cluster, C30H65O13P overall at a distorted geometry.

XYZ file:
```
109
Properties=species:S:1:pos:R:3:mulliken_charge:R:1
C -5.4472 3.8603 1.5030 -1.397
C -4.4186 3.5444 0.4627 -0.423
C -3.0187 3.1971 1.0766 -0.947
C -1.8616 2.9590 0.0293 -0.969
P -0.2626 2.7707 0.8414 0.973
C 0.1124 4.5376 1.3630 -1.111
C 1.3001 4.7434 2.3788 -0.497
C 1.5460 6.2043 2.6711 -0.377
C 2.7113 6.5180 3.6032 -1.402
C -0.4725 1.7901 2.3545 -1.130
C 0.8144 1.1136 2.9323 -0.718
C 0.6865 0.4207 4.3635 -0.506
C 1.7783 -0.5041 4.7916 -1.477
C 1.0027 2.0584 -0.2026 -0.256
C 1.4414 3.0416 -1.3255 -0.770
C 1.2203 2.3250 -2.6841 -0.304
C -0.2045 2.2245 -3.1352 -0.957
H -5.5733 3.1727 2.3393 0.338
H -6.4058 3.8830 0.9846 0.389
H -5.3810 4.8102 2.0335 0.347
H -4.2956 4.5252 0.0035 0.270
H -4.7142 2.7750 -0.2506 0.424
H -3.0890 2.3298 1.7331 0.477
H -2.8110 4.1090 1.6364 0.231
H -1.6873 3.7090 -0.7423 0.660
H -2.1676 2.0501 -0.4888 0.371
H -0.7313 4.9936 1.8810 0.406
H 0.3922 5.0987 0.4715 0.530
H 2.2363 4.3470 1.9855 0.294
H 1.0056 4.2338 3.2962 0.293
H 0.6272 6.6437 3.0593 0.372
H 1.8979 6.6085 1.7219 0.294
H 2.7607 6.0007 4.5614 0.344
H 2.8113 7.5971 3.7200 0.393
H 3.6359 6.2515 3.0911 0.341
H -1.2462 1.0654 2.1009 0.796
H -0.7996 2.5122 3.1026 0.524
H 1.6317 1.8308 3.0085 0.279
H 1.1536 0.3676 2.2136 0.318
H -0.2115 -0.1782 4.5152 0.380
H 0.5791 1.1414 5.1742 0.385
H 1.8987 -1.3788 4.1526 0.298
H 1.6513 -0.9395 5.7828 0.418
H 2.7144 0.0501 4.8601 0.370
H 0.5968 1.1470 -0.6416 -0.147
H 1.9320 1.7437 0.2722 0.791
H 2.4906 3.2358 -1.1032 0.409
H 0.9532 4.0110 -1.4259 0.447
H 1.6082 1.3075 -2.6355 -0.046
H 1.7590 2.9238 -3.4185 0.491
H -0.1548 1.4711 -3.9214 0.119
H -0.4376 3.1826 -3.5997 0.393
H -0.9096 1.8808 -2.3784 0.119
C -0.9501 -1.8791 -1.9214 -0.870
C -1.0393 -1.6063 -0.4200 0.551
O -1.7098 -0.5158 0.0470 -0.873
H -0.6650 -2.9193 -2.0791 0.207
H -0.2848 -1.1793 -2.4272 -0.115
H -1.8919 -1.7797 -2.4610 0.427
H 0.0134 -1.5981 -0.1376 -0.196
H -1.4856 -2.5173 -0.0214 0.054
C 0.7655 -1.1990 -5.7743 -0.604
O 1.4447 0.0272 -5.4287 -0.131
C 1.5193 0.9891 -6.3988 0.728
O 0.9322 0.8668 -7.5125 -0.626
O 2.4802 1.8845 -6.0996 -0.224
C 2.6735 3.0850 -6.8995 -0.792
H 0.9932 -1.5685 -6.7742 0.354
H -0.3209 -1.2308 -5.6920 0.299
H 1.0968 -1.8133 -4.9371 0.123
H 3.1578 2.6287 -7.7629 0.346
H 3.4624 3.7322 -6.5163 0.272
H 1.7545 3.5348 -7.2754 0.318
C 6.5162 -0.8212 -1.2955 -0.623
O 5.5022 -1.8068 -1.6248 -0.352
C 4.2653 -1.4648 -1.6199 0.699
O 3.7545 -0.3896 -1.2350 -0.510
O 3.6324 -2.6127 -2.0871 -0.363
C 2.2381 -2.6525 -2.0724 -0.096
H 6.6380 -0.2091 -2.1891 0.282
H 7.4151 -1.3336 -0.9526 0.222
H 6.1157 -0.2355 -0.4681 0.295
H 1.9657 -1.8715 -2.7823 -0.183
H 1.8116 -2.3888 -1.1046 0.199
H 1.8336 -3.5674 -2.5055 0.348
C -4.9574 -4.3391 3.0491 -0.749
O -3.5413 -4.3416 2.9539 -0.218
C -2.7841 -4.8288 3.9737 0.730
O -3.2130 -5.4223 4.9648 -0.596
O -1.4563 -4.6205 3.6065 -0.390
C -1.0315 -3.5977 2.6970 -0.484
H -5.3085 -3.4084 3.4947 0.292
H -5.4213 -5.1755 3.5720 0.350
H -5.2826 -4.3508 2.0088 0.214
H -0.1127 -3.1196 3.0368 0.292
H -1.6596 -2.7336 2.4801 0.352
H -0.9327 -4.1533 1.7644 0.212
C -0.3238 -8.5753 1.6226 -0.732
O -0.8437 -7.3423 1.0734 -0.233
C -1.4904 -7.2750 -0.0414 0.731
O -1.6024 -8.1338 -0.8675 -0.608
O -1.9821 -6.0560 -0.2394 -0.211
C -2.7931 -5.7227 -1.3628 -0.553
H 0.2524 -8.3985 2.5307 0.273
H 0.4452 -9.1266 1.0815 0.318
H -1.1408 -9.2672 1.8276 0.309
H -2.9262 -6.5266 -2.0868 0.367
H -2.3730 -4.8365 -1.8385 0.078
H -3.8038 -5.5545 -0.9909 0.241
```

Computed properties:
- HOMO level (eV) = -6.003
- spin multiplicity = 1
- net charge = 0
- frontier orbital gap (eV) = 6.27

(2)
ORCA calculation (wB97M-V/def2-TZVPD) on C30H66AgF9N3O12 as an isolated structure at a distorted geometry.

XYZ file:
```
121
Properties=species:S:1:pos:R:3:mulliken_charge:R:1
Ag -0.8314 2.4228 -0.4394 0.815
C 3.4432 6.5759 1.1197 -0.238
O 4.5612 6.6759 0.1905 -0.100
O 2.5665 5.5920 0.5654 -0.877
C 3.9772 6.3061 2.5499 0.722
F 4.4305 7.5243 2.9733 -0.272
F 3.0065 5.9182 3.4714 -0.272
F 4.9419 5.3466 2.7242 -0.263
C 5.3072 7.9023 0.0906 -0.053
C 6.5762 7.5974 -0.6679 -1.201
H 7.2323 8.4629 -0.5755 0.384
H 7.0699 6.7617 -0.1719 0.283
H 6.3656 7.2936 -1.6933 0.260
H 5.5290 8.4283 1.0192 0.320
H 4.7772 8.5582 -0.6001 0.155
H 2.8650 7.4835 1.2930 0.166
C 2.0454 1.1828 -5.9064 -0.180
O 3.2401 1.8668 -6.1841 -0.239
O 1.7166 1.6608 -4.6092 -0.868
C 1.1050 1.2789 -7.2128 0.798
F 1.7395 0.9018 -8.3286 -0.263
F -0.0070 0.4839 -7.0034 -0.295
F 0.5979 2.4776 -7.4936 -0.271
C 4.3654 1.1437 -6.7561 -0.152
C 4.7806 1.8131 -8.0666 -1.124
H 5.6477 1.2828 -8.4604 0.365
H 4.0172 1.7461 -8.8418 0.261
H 4.9643 2.8868 -8.0296 0.287
H 4.1782 0.0832 -6.9249 0.284
H 5.1166 1.2480 -5.9732 0.268
H 2.1350 0.0974 -5.8601 0.149
C -4.2504 1.6430 2.7260 -0.217
O -3.3901 2.6762 3.1061 -0.163
O -3.9712 1.5655 1.3299 -0.787
C -4.2614 0.4412 3.6944 0.862
F -3.0491 0.0959 4.0830 -0.273
F -4.8634 0.8342 4.8069 -0.280
F -4.9570 -0.6107 3.2914 -0.278
C -3.5897 3.3742 4.3592 -0.162
C -3.0764 4.7640 4.2857 -1.299
H -3.5394 5.3852 3.5190 0.297
H -3.2312 5.2969 5.2239 0.380
H -1.9937 4.6666 4.2060 0.296
H -3.1923 2.8803 5.2459 0.296
H -4.6591 3.5058 4.5241 0.296
H -5.2364 2.0944 2.8368 0.221
C 2.5293 0.6282 2.2053 -0.784
O 2.5342 0.4213 0.8421 -0.226
C 3.4782 -0.4596 0.2492 -0.681
C 4.8576 0.1115 0.2502 -0.401
N 4.9336 1.3957 -0.6772 -0.280
H 4.4740 1.2779 -1.5688 0.449
H 4.2894 2.1232 -0.4014 0.391
C 6.2674 2.1078 -0.9834 -0.668
C 7.4201 1.2381 -1.4160 -0.547
O 6.9970 0.1141 -2.0305 -0.290
C 7.9113 -0.9873 -2.0967 -0.883
H 3.3909 1.1626 2.6055 0.270
H 2.6546 -0.3182 2.7312 0.360
H 1.6795 1.1921 2.5900 0.275
H 3.1056 -0.6967 -0.7473 0.377
H 3.5261 -1.4249 0.7532 0.364
H 5.6630 -0.5482 -0.0729 0.332
H 5.1417 0.4130 1.2584 0.335
H 6.4409 2.7126 -0.0933 0.397
H 6.0377 2.7551 -1.8298 0.383
H 7.9974 1.0043 -0.5215 0.383
H 8.1072 1.8348 -2.0160 0.428
H 7.5184 -1.9015 -2.5417 0.270
H 8.5263 -1.2159 -1.2263 0.356
H 8.5741 -0.6308 -2.8853 0.367
C -6.2516 -5.8308 -0.3389 -0.844
O -5.8112 -5.9017 -1.6793 -0.323
C -6.2580 -4.8993 -2.4841 -0.355
C -5.2610 -4.9907 -3.6388 -0.781
N -3.7822 -4.7862 -3.1886 -0.244
H -3.5326 -5.4671 -2.4857 0.395
H -3.1384 -5.0847 -3.9073 0.382
C -3.4461 -3.2684 -2.8328 -0.588
C -1.9931 -3.1461 -2.2262 -0.546
O -1.5189 -4.1808 -1.3916 -0.402
C -2.1420 -4.3108 -0.0575 -0.555
H -7.3199 -6.0456 -0.3652 0.371
H -5.9880 -4.9098 0.1810 0.352
H -5.9260 -6.6867 0.2523 0.248
H -6.2336 -3.9229 -2.0002 0.344
H -7.2480 -5.0668 -2.9084 0.402
H -5.4966 -4.3039 -4.4518 0.418
H -5.2896 -5.9545 -4.1471 0.407
H -4.2452 -3.0233 -2.1332 0.340
H -3.5379 -2.6772 -3.7439 0.424
H -1.9298 -2.2852 -1.5608 0.408
H -1.3991 -2.9392 -3.1165 0.395
H -1.5540 -4.8884 0.6557 0.277
H -3.1287 -4.7481 0.0951 0.139
H -2.0806 -3.2894 0.3182 0.334
C 1.3447 10.4012 -3.4247 -0.798
O 0.9457 9.1245 -3.7989 -0.283
C 1.3251 8.5994 -5.0249 -0.453
C 1.3930 7.0816 -4.9793 -0.845
N 0.1447 6.5126 -4.2328 -0.196
H 0.2630 5.5128 -4.3131 0.390
H 0.1807 6.8811 -3.2931 0.419
C -1.2467 6.7803 -4.8438 -0.698
C -2.2937 5.8186 -4.3706 -0.682
O -2.3919 5.4832 -3.0348 -0.288
C -2.2904 6.6263 -2.1878 -0.693
H 2.4280 10.5140 -3.3837 0.311
H 0.8969 10.5917 -2.4493 0.238
H 1.0338 11.0685 -4.2285 0.348
H 2.3225 8.9523 -5.2872 0.473
H 0.6406 8.8807 -5.8252 0.346
H 2.2441 6.7320 -4.3949 0.429
H 1.4459 6.5649 -5.9377 0.433
H -1.0750 6.8073 -5.9199 0.573
H -1.5724 7.8099 -4.6958 0.341
H -2.2199 4.8392 -4.8432 0.403
H -3.2367 6.2051 -4.7574 0.370
H -1.4052 7.2622 -2.2044 0.231
H -2.4713 6.3140 -1.1593 0.318
H -3.1711 7.2478 -2.3500 0.300
```

Computed properties:
- HOMO level (eV) = -7.715
- spin multiplicity = 1
- net charge = +1
- frontier orbital gap (eV) = 3.80

Q: The lowest net charge belongs to which entry?
A: C30H65O13P

Q: Among the records above, which one has the highest frontier orbital gap?
A: C30H65O13P